# 1
ORCA calculation (the ωB97M-V functional and the def2-TZVPD basis) on a molecular structure, C39H31F4IN6O15 in a non-equilibrium geometry.

Geometry as XYZ:
```
96
C39H31F4IN6O15 | OMol25 | the ωB97M-V functional and the def2-TZVPD basis
O 2.96988 0.99620 -1.14236
C 2.72230 2.03710 -1.58064
O 3.59445 2.70655 -2.33397
I 3.95586 4.50476 -1.38803
O 1.52209 2.72175 -1.36883
C 0.41411 2.02644 -1.73473
F 0.24487 0.94852 -0.98695
F 0.47570 1.61810 -2.97889
C -0.80531 2.96844 -1.47407
F -1.38507 3.30752 -2.60674
F -1.69606 2.34805 -0.72048
H -0.47300 3.84425 -0.92156
C -2.73342 -1.13229 0.05276
C -1.75205 -0.93291 1.01407
C -2.05038 -1.10217 2.35633
C -3.33283 -1.47425 2.72024
C -4.32315 -1.67006 1.77394
C -4.01822 -1.49662 0.43263
N -3.64535 -1.67640 4.14250
O -2.75585 -1.47595 4.94986
O -4.77232 -2.03303 4.42845
H -2.49515 -1.00437 -0.99574
H -0.75240 -0.64817 0.71468
H -1.28436 -0.94672 3.10262
H -5.32302 -1.95638 2.06664
H -4.78245 -1.64913 -0.31763
C 7.04413 9.26016 3.36452
C 6.13282 9.61476 2.37757
C 5.57562 8.64088 1.56690
C 5.93916 7.31754 1.76025
C 6.85167 6.94952 2.73584
C 7.40539 7.93042 3.54035
N 5.33719 6.27906 0.92533
O 4.53309 6.64550 0.05626
O 5.64610 5.13422 1.13667
H 7.47363 10.02357 4.00048
H 5.85488 10.65123 2.24300
H 4.86691 8.91913 0.80026
H 7.13194 5.91524 2.87837
H 8.11630 7.65809 4.30822
C 0.57449 -4.39338 0.78052
C -0.32269 -5.37579 1.17737
C -0.96211 -6.15698 0.22752
C -0.68766 -5.94224 -1.11294
C 0.19981 -4.96112 -1.52384
C 0.83253 -4.18292 -0.56829
N -1.34525 -6.78259 -2.12441
O -2.13611 -7.62393 -1.73614
O -1.06056 -6.59080 -3.29195
H 1.07575 -3.78804 1.52592
H -0.52346 -5.53592 2.22851
H -1.66110 -6.92158 0.54207
H 0.40389 -4.79807 -2.57243
H 1.52969 -3.41385 -0.87419
C -3.17701 3.15555 -6.38406
C -3.11960 3.35051 -7.75786
C -1.92074 3.69810 -8.35988
C -0.78998 3.84228 -7.57481
C -0.83402 3.65756 -6.20388
C -2.03647 3.31285 -5.60730
N 0.48871 4.18829 -8.21331
O 0.48933 4.36296 -9.41782
O 1.47028 4.27714 -7.49983
H -4.11391 2.87897 -5.91692
H -4.00960 3.22877 -8.36076
H -1.87843 3.84945 -9.42880
H 0.05296 3.77623 -5.59771
H -2.08426 3.16287 -4.53954
C -6.96879 -10.26005 -0.47466
C -7.31676 -9.74041 0.76577
C -6.36632 -9.09289 1.53787
C -5.07533 -8.97138 1.05259
C -4.71174 -9.48959 -0.17857
C -5.66765 -10.13805 -0.94401
N -4.06932 -8.26545 1.85504
O -4.40606 -7.83106 2.93869
O -2.95166 -8.15339 1.37990
H -7.71527 -10.76080 -1.07826
H -8.33084 -9.83784 1.12950
H -6.63909 -8.68933 2.50240
H -3.70046 -9.39181 -0.54804
H -5.39864 -10.54517 -1.90926
C 2.16695 1.55137 3.47015
C 1.88390 2.18957 4.67137
C 2.87970 2.88566 5.33892
C 4.15024 2.93588 4.78998
C 4.44842 2.29583 3.59998
C 3.44881 1.60037 2.93926
N 5.20285 3.69687 5.47879
O 4.91634 4.23428 6.53126
O 6.30005 3.75162 4.95047
H 1.38567 1.01541 2.94532
H 0.88512 2.14867 5.08531
H 2.65645 3.38296 6.27181
H 5.44346 2.33534 3.18053
H 3.66784 1.10052 2.00445
```

Gap between HOMO and LUMO, eV: 8.39
E_LUMO, eV: -1.47
HOMO, Ha: -0.36252

Here are the Löwdin charges for atoms 1 to 2, given in e: number 1, O, carries 0.20; number 2, C, carries -0.77

# 2
ORCA calculation (the ωB97M-V functional and the def2-TZVPD basis) on a molecular structure, C39H31GeN5O2ReSSe in a non-equilibrium geometry.

Geometry as XYZ:
```
81
C39H31GeN5O2ReSSe | OMol25 | the ωB97M-V functional and the def2-TZVPD basis
Re 1.01407 -0.86697 -0.42436
Se 4.13801 -7.41633 -2.88207
N 2.56472 -6.65245 -3.16036
C 2.55864 -5.56095 -2.44298
C 1.42389 -4.63640 -2.39933
C 0.23504 -4.82923 -3.10595
C -0.77654 -3.89491 -2.99951
C -0.59096 -2.78502 -2.19321
N 0.54434 -2.59081 -1.51053
C 1.54318 -3.50397 -1.61278
C 2.74254 -3.22441 -0.84350
N 2.72141 -2.07537 -0.12296
C 3.78769 -1.77051 0.62092
C 4.90346 -2.59503 0.68297
C 4.92825 -3.75918 -0.05467
C 3.82405 -4.08608 -0.84372
C 3.74293 -5.28967 -1.67529
N 4.71039 -6.16285 -1.76968
H 0.13104 -5.71089 -3.72758
H -1.71051 -4.01547 -3.53289
H -1.35704 -2.03016 -2.07279
H 3.73627 -0.84648 1.18236
H 5.74016 -2.30620 1.30256
H 5.78162 -4.42727 -0.03652
O -0.57492 0.50725 -1.10516
N -0.25920 1.20017 -2.25523
C -1.28052 1.62165 -3.02736
C -1.02803 2.35737 -4.15289
C 0.28924 2.68096 -4.46544
C 1.31318 2.23831 -3.65090
C 1.02691 1.46272 -2.53778
S 2.28392 0.73963 -1.54544
H -2.26291 1.33003 -2.69721
H -1.85354 2.67249 -4.77568
H 0.51226 3.26224 -5.35106
H 2.34846 2.46618 -3.86414
C -1.46295 -1.65118 4.30782
C -1.22316 -1.78864 2.87374
C -2.03627 -2.61552 1.98207
O -0.20640 -1.13648 2.43216
H -2.53499 -1.57812 4.49997
H -0.91217 -0.82064 4.74084
H -1.13202 -2.58525 4.78480
H -2.28647 -3.55269 2.48515
H -1.55387 -2.78845 1.02382
H -2.98413 -2.08531 1.82018
C 0.20695 -1.18680 1.12218
Ge -0.91511 1.98261 0.59013
C -2.55478 1.15308 1.08825
C -3.60759 0.98404 0.18290
C -4.83694 0.50343 0.61352
C -5.03519 0.20481 1.95840
C -4.00210 0.37535 2.87079
C -2.76403 0.83901 2.43769
C -0.92546 3.53956 -0.47866
C 0.28070 4.21902 -0.69243
C 0.27552 5.44678 -1.33867
C -0.92903 6.00964 -1.74946
C -2.13223 5.35381 -1.51644
C -2.13507 4.11858 -0.88495
C 0.36021 2.08135 2.00628
C 1.71291 1.74175 1.97601
C 2.52282 2.01839 3.06868
C 1.99398 2.64160 4.19323
C 0.65548 3.00815 4.22165
C -0.16338 2.73197 3.13289
H -3.47867 1.23481 -0.85976
H -5.65022 0.38385 -0.09173
H -6.00335 -0.14397 2.29692
H -4.17210 0.17227 3.92256
H -1.97006 0.98949 3.16008
H 1.21797 3.80891 -0.33020
H 1.20553 5.97859 -1.49802
H -0.93179 6.97801 -2.23477
H -3.06786 5.81362 -1.80932
H -3.08034 3.62603 -0.68455
H 2.14727 1.28289 1.09689
H 3.57628 1.76884 3.03870
H 2.63067 2.85914 5.04147
H 0.24786 3.52050 5.08444
H -1.19792 3.06083 3.16488
```

Gap between HOMO and LUMO, eV: 6.66
E_LUMO, eV: -9.19
Net charge: +3
HOMO, Ha: -0.58241
Energy above the lowest of the compared OMol25 structures with the same formula, charge and spin, kJ/mol: 0.0

Here are the Löwdin charges for atoms 1 to 2, given in e: number 1, Re, carries 1.17; number 2, Se, carries 1.26

Among the records above, which one has the highest gap between HOMO and LUMO?
C39H31F4IN6O15

The lowest gap between HOMO and LUMO belongs to which entry?
C39H31GeN5O2ReSSe